(1)
ORCA calculation (ωB97M-V with the def2-TZVPD basis set) on a molecular structure, C8H11NO3 in a non-equilibrium geometry.

E_HOMO: -8.883 eV
Gap between HOMO and LUMO: 9.239 eV
Energy: -16099.9802 eV

Element x y z (Å)
C 2.0357 -0.2428 -0.1029
C 0.5917 -0.9350 -0.0486
C -0.0542 -1.4526 1.3494
C -0.1405 -0.3427 2.3922
C -0.4836 -0.0101 -0.4971
C -0.3321 1.2961 -0.8040
C -1.7276 1.6888 -1.1017
C -2.4286 0.5259 -1.3780
H 1.3172 -0.5159 -2.3889
H 3.1319 0.7412 -1.8176
H 2.8999 -0.4922 0.9095
H 1.7645 0.9273 0.1177
H 0.7192 -1.7414 -0.8987
H 0.6840 -1.9573 1.9496
H -1.1179 -1.8671 1.0803
H -2.0567 0.0088 1.7858
H 0.5568 1.7340 -0.8541
H -2.1029 2.7268 -1.1512
H -3.3855 0.2960 -1.6290
N 2.4472 -0.3910 -1.6398
O -1.2818 0.4589 2.3866
O 0.6427 0.0497 3.1950
O -1.6796 -0.5054 -0.8545

(2)
ORCA calculation (ωB97M-V with the def2-TZVPD basis set) on a gas-phase ion, C8H11NOP (charge +1) in a non-equilibrium geometry.

E_HOMO: -12.557 eV
SMILES string: [NH3+][C@@H]1c2ccccc2CP1O
Charge: +1
Gap between HOMO and LUMO: 9.144 eV
Energy: -21294.7356 eV

Element x y z (Å)
N 1.0103 -2.1071 -0.4652
C 0.9534 -0.8092 0.2866
C -0.3728 -0.1422 0.1628
C -1.5844 -0.8174 0.2168
C -2.7654 -0.1120 0.0608
C -2.7350 1.2605 -0.1211
C -1.5272 1.9381 -0.1656
C -0.3400 1.2365 -0.0419
C 1.0082 1.8944 -0.1059
P 2.2830 0.6112 -0.5364
O 3.2377 0.7970 0.7555
H 0.7151 -2.8992 0.1197
H 1.9645 -2.2760 -0.8029
H 0.3731 -2.0464 -1.2701
H 1.2657 -0.9742 1.3184
H -1.6221 -1.8838 0.3914
H -3.7097 -0.6314 0.0844
H -3.6559 1.8096 -0.2341
H -1.5110 3.0076 -0.3046
H 1.0001 2.7053 -0.8377
H 1.2811 2.3199 0.8657
H 4.1660 0.5769 0.6486

(3)
ORCA calculation (ωB97M-V with the def2-TZVPD basis set) on a molecular structure, C8H11NPPtS in a non-equilibrium geometry.

E_HOMO (spin up / spin down): -0.544 / -3.662 eV
⟨S²⟩: 2.020
Charge: -1
Gap between HOMO and LUMO (spin up / spin down): 3.304 / 6.275 eV
Energy: -33331.2517 eV
Multiplicity: 3

Element x y z (Å)
C -1.7810 1.7066 -0.1413
C -1.2430 2.6258 -1.0680
C 0.0262 3.0824 -0.5641
C 0.3421 2.3651 0.6003
C -0.7189 1.3501 0.8782
Pt -0.7978 -0.8505 0.4197
P -2.3114 -2.3031 -0.0520
H -2.7684 1.2172 -0.1558
H -1.7118 2.8942 -2.0016
H 0.6708 3.8104 -1.0540
H -0.9609 1.1777 1.9338
H 1.2039 2.4869 1.2498
H -1.8095 -3.3622 -0.9051
H -3.5444 -1.8264 -0.6555
H -2.6691 -2.9290 1.1877
S 3.6679 -0.6971 -0.3379
C 3.0165 -2.2968 0.0591
C 1.6742 -2.2499 0.2854
N 1.1652 -0.9528 0.1583
C 2.1011 -0.0310 -0.1624
H 3.6115 -3.2022 0.1034
H 0.9621 -3.0325 0.5322
H 1.8747 1.0170 -0.3103

(4)
ORCA calculation (ωB97M-V with the def2-TZVPD basis set) on a molecular structure, C8H12 in a non-equilibrium geometry.

E_HOMO: -7.160 eV
Gap between HOMO and LUMO: 7.567 eV
Energy: -8485.0818 eV

Element x y z (Å)
C -1.2721 -1.0663 -0.7989
C 0.2101 -0.6821 -0.5154
C 1.2684 -1.2312 -1.4436
C 0.4500 1.2211 -0.2048
C 0.4329 0.1829 0.6009
C 0.3980 -0.4629 1.9545
C 0.1399 0.2515 3.0581
C -0.5097 2.1564 -0.8930
H -1.2906 -1.2910 -1.8738
H -1.6606 -1.8524 -0.1216
H -1.9219 -0.1962 -0.6493
H 2.2427 -1.4067 -0.9255
H 0.9176 -2.1660 -1.9027
H 1.5942 -0.4795 -2.1726
H 0.9359 -1.4009 2.0404
H 0.1293 1.3377 3.0272
H 0.1875 -0.2871 3.9976
H 0.0375 3.0574 -1.1813
H -1.0303 1.8000 -1.8434
H -1.2588 2.5155 -0.1527

(5)
ORCA calculation (ωB97M-V with the def2-TZVPD basis set) on a molecular structure, C8H12 in a non-equilibrium geometry.

E_HOMO: -8.998 eV
Gap between HOMO and LUMO: 10.173 eV
Energy: -8484.1936 eV

Element x y z (Å)
C -1.2176 0.2614 -1.7557
C -1.8989 0.8961 -0.4870
C -0.5145 0.7785 0.0394
C 0.3661 0.3565 1.2889
C 1.7417 0.2830 0.6283
C 1.3198 -0.9266 -0.1890
C 0.5923 -1.2113 1.2865
C -0.2685 -0.4620 -0.7974
H -2.0288 -0.2058 -2.3564
H -0.6187 0.7900 -2.5411
H -2.5793 0.1635 -0.1698
H -2.3620 1.9274 -0.7043
H 0.1476 1.5441 -0.4927
H 0.0851 0.7199 2.4223
H 2.0603 1.1172 -0.1841
H 2.6858 0.3465 1.3774
H 1.7916 -1.6722 -0.7887
H 1.3229 -1.4554 2.0586
H -0.2551 -1.8701 1.5941
H -0.9713 -1.2581 -0.3001

(6)
ORCA calculation (ωB97M-V with the def2-TZVPD basis set) on C8H12 in the gas phase in a non-equilibrium geometry.

E_HOMO: -9.273 eV
SMILES string: C[C@]12C[C@@H]3[C@H](C1)[C@@H]3C2
Gap between HOMO and LUMO: 10.265 eV
Energy: -8488.3398 eV

Element x y z (Å)
C 1.3784 -1.4453 0.6015
C 0.5128 -0.3289 0.1690
C 0.5993 0.1282 -1.2513
C -0.7364 1.0575 -1.2421
C -0.7330 1.5014 0.2953
C 0.4238 0.8610 0.9799
C -1.6263 0.4197 -0.1950
C -0.8738 -0.8172 0.2281
H 0.9465 -2.3248 0.0513
H 1.3738 -1.6372 1.7316
H 2.4484 -1.3693 0.2390
H 0.5051 -0.7896 -1.8200
H 1.6170 0.5165 -1.6730
H -1.2316 1.6693 -2.1555
H -1.0078 2.5387 0.5215
H 1.2825 1.5524 1.1385
H 0.2086 0.7132 1.9969
H -2.8061 0.4330 -0.2075
H -1.2223 -1.1137 1.2016
H -1.0590 -1.5650 -0.6097

What are the energy above the lowest of the compared OMol25 structures with the same formula, charge and spin values for these records? In order: 165.3; 0.0; 10.1; 103.8; 124.3; 28.7 kcal per mole.